# 1
ORCA calculation (ωB97M-V with the def2-TZVPD basis set) on C22H27NO4 in the gas phase.

XYZ file:
```
54
Properties=species:S:1:pos:R:3:forces:R:3
C 2.5146 -2.3764 -3.1746 -0.132 0.043 0.394
C 2.3791 -2.7558 -1.7073 0.459 -0.165 -0.267
O 1.4107 -1.9348 -1.0524 -0.286 -0.152 -0.002
C 1.8226 -0.7527 -0.5908 -0.070 0.291 0.240
O 2.9636 -0.3715 -0.6509 0.165 -0.018 -0.091
C 0.6568 0.0706 -0.0442 -0.047 0.084 -0.167
C -0.0557 0.5749 -1.3193 -0.160 0.057 0.245
C -1.1981 1.5626 -1.0938 0.198 -0.035 -0.211
C -1.9702 1.8077 -2.3984 -0.021 -0.022 0.248
C -2.6653 0.5594 -2.8632 0.000 0.113 -0.123
C -2.1622 -0.1944 -3.9155 -0.034 0.037 -0.001
C -2.7880 -1.3644 -4.3097 0.015 -0.094 -0.068
C -3.9273 -1.7973 -3.6543 -0.032 -0.101 -0.048
C -4.4395 -1.0517 -2.6058 -0.072 -0.049 0.058
C -3.8119 0.1167 -2.2146 0.028 0.010 -0.015
C 1.2026 1.2203 0.8097 0.252 -0.281 -0.012
C 1.8774 0.6940 2.0815 0.159 0.461 -0.201
N 0.9664 -0.1424 2.8253 0.109 -0.186 -0.041
C 0.3426 0.1985 3.9786 -0.030 0.016 0.108
O -0.6025 -0.4320 4.4213 -0.284 -0.010 0.097
C 0.8984 1.3547 4.7244 -0.379 0.539 0.433
C 2.2396 1.5764 5.1548 -0.007 0.464 0.287
C 2.2090 2.7139 5.8972 0.642 -0.612 -0.278
O 0.9626 3.2106 5.9568 -0.194 0.416 0.222
C 0.1740 2.3805 5.2615 -0.050 -0.838 -0.645
C 0.4753 -1.2743 2.0686 -0.425 -0.259 0.038
C -0.2627 -0.8038 0.8160 0.202 -0.085 0.061
H 2.8985 -1.3628 -3.2612 0.049 0.060 -0.046
H 1.5466 -2.4320 -3.6669 -0.067 -0.029 -0.085
H 3.2040 -3.0567 -3.6660 0.076 -0.070 -0.088
H 2.0089 -3.7769 -1.5960 0.051 0.125 0.030
H 3.3414 -2.6478 -1.1964 -0.180 -0.095 -0.040
H 0.6894 1.0465 -1.9667 0.027 -0.007 -0.091
H -0.4489 -0.3000 -1.8423 0.080 0.005 -0.041
H -1.8907 1.1723 -0.3478 -0.044 0.055 0.092
H -0.8065 2.5155 -0.7350 -0.035 0.010 0.096
H -1.2782 2.1578 -3.1667 -0.024 0.058 -0.035
H -2.7099 2.5924 -2.2239 0.036 0.039 -0.079
H -1.2741 0.1401 -4.4338 0.090 0.048 -0.038
H -2.3850 -1.9394 -5.1311 0.027 -0.043 -0.062
H -4.4163 -2.7101 -3.9608 -0.040 -0.068 -0.025
H -5.3310 -1.3816 -2.0926 -0.073 -0.024 0.038
H -4.2183 0.6970 -1.3981 -0.047 0.074 0.098
H 1.9311 1.7923 0.2343 -0.033 0.076 -0.022
H 0.3805 1.8767 1.0965 -0.041 0.040 -0.007
H 2.1978 1.5344 2.6959 0.017 -0.125 -0.087
H 2.7582 0.1038 1.8081 -0.016 0.090 0.062
H 3.0894 0.9572 4.9531 0.232 -0.083 -0.022
H 2.9788 3.2502 6.4158 0.016 0.133 0.113
H -0.8702 2.6127 5.1996 -0.144 0.099 0.086
H -0.1958 -1.8389 2.7184 0.167 0.007 -0.123
H 1.3276 -1.9048 1.7919 -0.014 -0.021 0.021
H -0.6077 -1.6642 0.2435 -0.069 0.020 -0.003
H -1.1316 -0.2230 1.1275 -0.045 0.006 -0.001
```
Forces are in eV/Å.

Results
**ΔE to the lowest compared entry with this formula, charge and spin**: 14.5 kcal/mol
**SMILES**: CCOC(=O)C1(CCCc2ccccc2)CCN(C(=O)c2ccoc2)CC1
**Molecular weight**: 369.46 g mol⁻¹
**E**: -1210.26470 Ha
**Total charge**: 0
**Orbital gap**: 0.35351 Ha


# 2
ORCA calculation (ωB97M-V with the def2-TZVPD basis set) on 11 unconnected molecules or ions with the total composition C49H78N5O33P5.

XYZ file:
```
170
Properties=species:S:1:pos:R:3:forces:R:3
O -17.5624 28.9803 23.9589 0.350 1.134 -0.391
N -16.9222 29.5981 23.1099 0.402 -1.591 -0.720
O -17.0154 29.3538 21.9000 0.008 0.640 1.113
C -15.8504 30.5087 23.5359 0.668 0.985 0.526
C -15.8686 31.0804 24.8205 -1.929 -1.449 -1.124
C -14.9016 31.9463 25.1889 -0.339 0.351 1.390
C -13.8525 32.1955 24.3841 1.934 0.814 -1.507
C -13.7447 31.6359 23.0997 -0.729 0.170 1.233
C -14.7887 30.8359 22.6733 -0.148 -0.458 -0.389
H -16.6917 30.9198 25.5010 -0.141 -0.349 -0.146
H -15.0019 32.4284 26.1502 0.183 0.067 0.066
H -13.1276 32.9134 24.7385 0.342 -0.067 -0.135
H -12.9024 31.8246 22.4506 0.000 0.114 0.047
H -14.6963 30.4863 21.6557 -0.538 -0.401 0.065
O -19.5125 23.2230 18.7174 -0.850 0.462 0.236
N -20.4223 23.5212 19.4956 0.706 -1.057 -1.618
O -20.3528 23.3020 20.6758 -0.556 0.478 0.890
C -21.6443 24.0979 18.9044 -1.610 0.229 -0.698
C -21.9706 23.8856 17.5486 0.901 -0.650 -0.633
C -22.9976 24.5400 16.8748 -0.006 0.028 1.140
C -23.7640 25.4182 17.6145 0.459 -0.109 0.673
C -23.5794 25.5266 18.9973 0.160 -0.635 -0.595
C -22.5543 24.7990 19.6874 -0.290 1.675 -0.880
H -21.4090 23.1490 16.9933 0.400 0.079 0.022
H -23.3034 24.4134 15.8468 0.635 -0.461 -0.164
H -24.5095 26.0156 17.1109 -0.177 0.078 0.194
H -24.3426 26.1999 19.3587 0.422 -0.028 1.333
H -22.3366 24.9491 20.7346 -0.251 -0.042 0.121
O -10.2525 30.2221 22.3519 -1.835 -1.458 -1.551
N -10.8733 29.7191 21.3688 2.205 1.049 1.577
O -10.6206 30.0590 20.2335 -0.782 -0.328 -0.121
C -11.8612 28.6597 21.6102 -1.803 -1.006 0.728
C -13.0034 28.4966 20.7792 0.525 -0.815 -0.051
C -13.9496 27.5014 21.0592 0.242 0.137 1.758
C -13.9050 26.7813 22.3053 -0.338 0.794 -2.802
C -12.8105 26.9545 23.0867 0.362 -0.240 0.457
C -11.7902 27.8334 22.7455 0.519 0.884 0.052
H -13.1410 29.0390 19.8554 0.301 0.305 0.019
H -14.7780 27.3455 20.3841 -0.064 0.055 -0.102
H -14.6570 26.0469 22.5534 -0.110 -0.026 -0.096
H -12.7684 26.3429 23.9758 0.442 0.210 0.221
H -10.9633 27.8776 23.4388 0.250 0.322 -0.200
O -16.8360 21.7913 26.8908 -0.169 0.674 -0.001
N -16.1844 21.3673 25.9621 -0.150 -1.672 -0.388
O -15.1191 20.7830 26.0981 -0.400 0.688 -0.559
C -16.8371 21.3709 24.5916 0.446 0.436 0.390
C -18.0327 22.0375 24.4098 -0.060 0.568 -1.632
C -18.5492 22.1403 23.0690 0.595 0.040 2.950
C -17.8625 21.5796 22.0161 -1.365 0.267 -0.629
C -16.7246 20.8493 22.2229 0.214 0.062 1.205
C -16.2074 20.7765 23.5235 0.794 -0.832 -1.647
H -18.4500 22.6102 25.2248 -0.266 -0.229 0.086
H -19.4824 22.6792 22.9971 0.020 0.044 -0.522
H -18.3068 21.7226 21.0422 0.203 -0.126 -0.269
H -16.2041 20.3366 21.4275 0.009 0.132 -0.041
H -15.2762 20.2305 23.4878 0.191 0.092 1.141
O -24.3587 28.7350 18.8753 0.759 0.409 0.610
N -23.1498 28.8107 18.6476 -1.301 -1.167 -1.193
O -22.7278 28.7236 17.5068 0.661 0.343 0.767
C -22.2125 28.8222 19.7857 -0.830 -0.124 -0.187
C -22.7396 28.6808 21.0604 0.187 0.660 0.253
C -21.8699 28.7345 22.1407 -2.632 -0.001 0.273
C -20.5313 28.7672 21.9993 0.778 -0.152 -0.545
C -20.0323 28.8310 20.7052 0.344 -0.529 -0.776
C -20.8621 28.8874 19.5502 1.258 -0.090 1.649
H -23.7929 28.6253 21.2928 -0.073 0.028 -0.541
H -22.3652 28.7882 23.0989 0.260 -0.289 0.344
H -19.9495 28.6590 22.9028 0.633 0.315 -0.245
H -18.9625 28.7126 20.6167 0.118 0.352 -0.364
H -20.4239 28.9379 18.5644 -0.230 0.089 -0.122
C -11.2958 22.3600 17.5814 3.207 -0.802 -0.943
O -12.5553 22.7475 17.9576 -3.136 0.383 -0.470
P -13.7375 22.9295 16.8443 -0.384 -1.002 -1.547
O -13.5534 22.1917 15.5187 -0.485 1.898 3.429
O -15.1041 22.5936 17.7010 2.487 0.565 -0.165
C -16.3354 22.3392 17.0852 -0.908 -2.280 -0.492
O -13.8544 24.5173 16.6847 0.011 0.337 0.506
C -14.0374 25.3574 17.8865 0.028 -0.925 -0.097
H -10.8678 21.5716 18.2005 -0.671 -0.241 0.265
H -10.5336 23.1357 17.6557 -0.423 0.727 0.306
H -11.1760 22.0447 16.5449 -0.669 -0.218 -0.098
H -16.2478 21.9918 16.0557 0.250 1.051 -0.475
H -17.1587 23.0251 17.2845 0.616 0.576 -0.104
H -16.6824 21.3814 17.4729 -0.158 -0.026 0.728
H -13.9824 24.7379 18.7817 0.223 0.035 0.021
H -15.0388 25.7862 17.9240 0.140 0.012 -0.510
H -13.2601 26.1211 17.9124 -0.073 -0.121 -0.207
C -21.4172 25.6901 24.0777 -0.790 -0.440 -0.569
O -21.1882 24.7464 25.1431 1.453 0.768 0.978
P -20.0264 25.0601 26.2451 -1.232 0.354 0.473
O -18.7778 25.6386 25.7414 -0.371 -0.174 0.012
O -20.8434 25.9767 27.3241 0.459 -0.742 -0.077
C -20.3409 26.0527 28.6886 0.504 0.011 -0.085
O -19.8123 23.6688 26.9911 0.370 1.810 -0.758
C -20.9126 22.8638 27.3169 -0.570 -1.625 -0.063
H -20.6986 26.5011 23.9597 0.164 -0.249 0.465
H -22.4243 26.0949 24.1776 0.087 0.188 0.349
H -21.4545 25.1093 23.1561 0.330 -0.029 -0.058
H -21.0801 25.8039 29.4500 -0.483 -0.121 -0.541
H -19.9971 27.0613 28.9179 0.026 0.007 -0.362
H -19.5134 25.3576 28.8310 0.089 0.072 -0.075
H -20.6422 21.9208 26.8417 -0.456 -0.343 0.340
H -21.8785 23.1693 26.9146 0.205 0.392 -0.098
H -21.0143 22.7308 28.3940 0.229 0.111 -0.006
C -12.1886 22.3659 24.3184 -0.182 0.119 0.588
O -11.4155 21.9814 23.1628 -0.084 -1.232 -1.215
P -11.7682 20.6451 22.2875 -0.752 0.721 0.912
O -10.9647 20.2901 21.1026 -0.316 0.907 0.923
O -11.7873 19.5234 23.4284 0.560 2.246 -0.757
C -12.0682 18.2156 23.0662 -1.735 -1.515 0.714
O -13.3607 20.8382 21.9614 1.813 -1.398 1.110
C -13.7176 21.8810 21.1190 -0.367 1.530 -1.519
H -11.6562 22.1376 25.2417 0.072 -0.383 -0.194
H -13.1850 21.9258 24.3565 0.112 -0.278 -0.189
H -12.3359 23.4449 24.3661 0.226 0.061 -0.636
H -12.4667 18.0468 22.0658 0.838 0.296 -0.424
H -12.9590 18.0022 23.6571 0.082 -0.662 0.374
H -11.2591 17.5497 23.3664 -0.019 0.059 -0.378
H -14.0542 22.7486 21.6866 -0.481 -0.204 0.036
H -14.4439 21.5263 20.3878 -0.427 0.126 0.382
H -12.9411 22.2725 20.4618 0.657 -0.333 0.210
C -20.4904 26.6329 15.4852 -0.582 0.408 -0.427
O -19.3748 27.5162 15.5166 0.346 1.760 -0.108
P -19.5244 29.0666 15.0130 -0.486 0.800 -0.155
O -20.5788 29.9134 15.6540 1.638 -1.718 -0.955
O -18.0457 29.6336 15.2580 -2.086 -0.141 0.173
C -16.8682 29.0995 14.7236 1.032 -0.465 -0.454
O -19.6366 28.9790 13.3652 0.888 1.213 1.688
C -20.8031 28.4705 12.7656 -0.274 -2.425 0.240
H -20.2378 25.8900 14.7287 -0.303 -0.394 0.367
H -21.3835 27.1773 15.1785 -0.130 -0.080 -0.054
H -20.7350 26.2414 16.4726 0.525 -0.192 -0.037
H -17.0599 28.2452 14.0744 0.031 0.097 -0.097
H -16.1957 28.7780 15.5189 -0.205 -0.067 0.197
H -16.3396 29.8875 14.1872 -0.176 -0.061 -0.201
H -21.7635 28.8825 13.0753 0.314 0.563 -0.014
H -20.7820 27.4263 13.0775 -0.713 -0.304 -0.023
H -20.7200 28.3278 11.6881 0.291 1.042 -0.037
C -12.1065 27.0085 27.4766 1.194 -0.730 1.270
O -12.8761 26.3778 26.4592 -1.685 -0.447 -0.082
P -13.5980 24.9668 26.8594 0.493 -0.732 2.448
O -12.6855 23.8672 27.3211 -1.402 1.869 -1.224
O -14.5088 24.6074 25.6194 0.942 0.461 -0.407
C -15.6614 25.3785 25.3007 -1.868 0.145 0.303
O -14.6638 25.4002 28.0515 1.730 0.584 -1.784
C -15.1072 24.4824 29.0339 -0.210 -1.065 -0.314
H -11.1008 27.1930 27.0990 0.064 -0.571 -0.012
H -12.1362 26.3240 28.3244 0.838 -0.038 0.113
H -12.3426 27.9554 27.9621 -1.443 0.316 -0.959
H -15.6087 26.2462 24.6430 1.261 0.140 0.130
H -16.1289 25.7036 26.2301 -0.100 0.006 -0.156
H -16.3840 24.7609 24.7672 0.283 -0.534 0.333
H -14.5580 23.5413 29.0031 0.426 0.166 0.076
H -16.1150 24.1838 28.7456 -0.300 0.286 0.484
H -15.0180 24.9349 30.0215 -0.227 0.017 -0.157
C -17.4429 27.3149 18.3266 -0.258 -0.195 0.928
C -17.8933 25.8615 18.5734 1.242 -0.346 0.772
O -16.9191 25.0183 19.3664 -0.775 0.292 0.621
C -16.9563 24.9142 20.7439 2.790 -0.455 -0.543
O -16.1005 24.2232 21.3302 -2.684 1.845 -1.209
O -17.8337 25.7562 21.2537 -0.805 -0.533 -0.451
C -17.8880 26.0496 22.6619 0.561 -0.080 -0.492
H -16.7341 27.4022 17.5032 -0.345 0.013 -0.121
H -17.0017 27.8337 19.1777 0.250 -0.490 0.395
H -18.3481 27.9087 18.1994 0.020 -0.029 -0.769
H -17.8873 25.3530 17.6093 -0.247 -0.137 0.182
H -18.8702 25.7783 19.0495 0.143 0.179 -0.073
H -18.8306 26.5830 22.7843 0.364 -0.014 0.147
H -17.0162 26.6912 22.7899 -0.291 0.116 0.717
H -17.8426 25.1608 23.2913 -0.049 0.026 -0.224
```
Forces are in eV/Å.

Results
**SMILES**: O=[N+]([O-])c1ccccc1.O=[N+]([O-])c1ccccc1.O=[N+]([O-])c1ccccc1.O=[N+]([O-])c1ccccc1.O=[N+]([O-])c1ccccc1.COP(=O)(OC)OC.COP(=O)(OC)OC.COP(=O)(OC)OC.COP(=O)(OC)OC.COP(=O)(OC)OC.CCOC(=O)OC
**Molecular weight**: 1420.03 g mol⁻¹
**E**: -6377.27971 Ha
**Total charge**: 0
**Orbital gap**: 0.30593 Ha


# 3
ORCA calculation (ωB97M-V with the def2-TZVPD basis set) on C5H9NO in the gas phase.

XYZ file:
```
16
Properties=species:S:1:pos:R:3:forces:R:3
C 1.5496 0.3544 -1.6179 0.103 0.110 -0.083
N 0.8039 -0.5760 -0.8082 0.068 -0.286 0.330
C 0.8286 -1.4515 0.1088 0.039 0.188 -0.493
C -0.5233 -0.9778 -0.2096 -0.267 -0.129 0.102
C -1.0878 -0.2855 1.0545 0.535 0.238 -0.223
O -2.1265 -0.9336 1.4379 -0.134 -0.140 0.190
C -1.1879 1.2579 0.9940 -0.053 0.061 -0.014
H 1.7744 1.2690 -1.0612 -0.073 -0.148 -0.008
H 0.9386 0.6012 -2.4883 0.131 0.003 0.132
H 2.4768 -0.1228 -1.9452 -0.104 0.100 0.092
H 1.5195 -2.0631 0.6744 -0.071 0.095 -0.099
H -0.0847 -0.4390 1.7105 -0.264 0.037 0.051
H -1.1737 -1.5408 -0.8775 0.036 0.109 0.154
H -1.5822 1.5689 1.9666 0.094 -0.006 -0.157
H -0.2227 1.7617 0.8346 -0.126 -0.124 -0.029
H -1.9026 1.5770 0.2267 0.086 -0.107 0.056
```
Forces are in eV/Å.

Results
**ΔE to the lowest compared entry with this formula, charge and spin**: 143.2 kcal/mol
**Molecular weight**: 99.13 g mol⁻¹
**E**: -325.70935 Ha
**Total charge**: 0
**Orbital gap**: 0.25613 Ha


# 4
ORCA calculation (ωB97M-V with the def2-TZVPD basis set) on a molecular structure, C2H3IN2O.

XYZ file:
```
9
Properties=species:S:1:pos:R:3:forces:R:3
C -0.2696 0.0929 -0.3115 -0.808 0.839 -0.589
C 0.6546 -0.8080 0.0363 1.877 -1.540 0.716
N 0.6798 -2.3236 -2.2939 0.527 -1.671 -1.563
N 1.4350 -1.4179 -0.8839 0.574 1.682 1.268
O -0.4147 -2.0001 -2.4706 -1.592 0.477 -0.307
I 3.0124 -2.5639 -0.3804 -0.277 0.170 0.288
H -0.8643 0.5790 0.4391 -0.110 0.054 0.207
H -0.4278 0.3814 -1.3361 -0.012 -0.062 -0.186
H 0.8335 -1.0506 1.0786 -0.178 0.053 0.167
```
Forces are in eV/Å.

Results
**ΔE to the lowest compared entry with this formula, charge and spin**: 36.4 kcal/mol
**Molecular weight**: 197.96 g mol⁻¹
**E**: -560.25165 Ha
**Total charge**: 0
**Orbital gap (alpha / beta)**: 0.25257 / 0.26785 Ha
**Spin multiplicity**: 3


In eV Å⁻¹, the max |F| values for the records above are, in order, 1.1; 3.9; 0.6; 2.5.